{"formula": "C3H15NO4", "method": "ωB97M-V with the def2-TZVPD basis set", "elements": ["C", "C", "C", "N", "H", "H", "H", "H", "H", "H", "H", "H", "H", "O", "H", "H", "O", "H", "H", "O", "H", "H", "O"], "positions_angstrom": [[-0.4886, -2.3169, -0.4961], [0.4357, -1.4750, -1.2795], [0.7138, -0.2017, -1.0284], [1.4767, 0.7613, -1.6941], [-0.7428, -1.9714, 0.5109], [-1.4443, -2.5957, -0.9545], [-0.1206, -3.3226, -0.2500], [0.7612, -1.8947, -2.2287], [0.2079, 0.2249, -0.1730], [1.0917, 1.6773, -1.5310], [1.7051, 0.5293, -2.6457], [2.6628, 0.3743, 0.3343], [3.2654, 0.6853, 2.0100], [3.2469, 0.4688, 1.0861], [-2.9746, -0.3255, -0.3713], [-3.9407, 0.7403, 0.3863], [-3.8378, 0.0783, -0.3021], [1.6986, 1.0267, 1.5737], [0.3115, 1.9333, 2.4533], [0.8823, 1.4501, 1.8770], [-2.3626, 1.2771, 0.3934], [-0.8035, 1.4284, 1.2455], [-1.7439, 1.4480, 1.0840]], "mulliken_charge": [-1.3326, -0.3188, 0.2795, -0.4397, 0.3653, 0.3115, 0.3661, 0.2357, 0.1468, 0.2560, 0.2002, 0.3916, 0.3143, -0.7710, 0.3553, 0.3076, -0.6897, 0.3794, 0.2896, -0.7232, 0.3785, 0.3258, -0.6282], "relative_energy_kcal_mol": 86.31, "energy_ha": -478.89126, "fmax_ev_per_a": 3.020, "smiles": "C/C=C/N.O.O.O.O"}

{"formula": "C4H7N3", "method": "ωB97M-V with the def2-TZVPD basis set", "elements": ["N", "N", "N", "C", "C", "C", "C", "H", "H", "H", "H", "H", "H", "H"], "positions_angstrom": [[-0.0127, -1.1917, 0.2442], [0.5747, -2.1644, 1.0017], [-1.6660, 0.6582, -0.9791], [-0.2419, -0.0243, 0.8467], [-0.7399, 1.0766, -0.0012], [0.8835, 0.9396, -0.4698], [1.9338, 1.2986, -0.9487], [0.2073, -2.2666, 1.9474], [0.5446, -3.0533, 0.5222], [-1.4689, -0.2802, -1.3138], [-1.8492, 1.3406, -1.7018], [0.0173, 0.1727, 1.8902], [-0.9692, 2.0151, 0.5048], [2.7867, 1.4792, -1.5428]], "mulliken_charge": [-0.1213, -0.6704, -0.5782, -0.3466, 0.1623, -0.8289, 0.2410, 0.2380, 0.2457, 0.2723, 0.2337, 0.3781, 0.3216, 0.4527], "relative_energy_kcal_mol": 118.84, "energy_ha": -320.69392, "fmax_ev_per_a": 4.556}

{"formula": "C8H9BaO6P", "method": "ωB97M-V with the def2-TZVPD basis set", "elements": ["O", "C", "Ba", "O", "C", "C", "O", "C", "O", "C", "O", "C", "P", "C", "C", "O", "H", "H", "H", "H", "H", "H", "H", "H", "H"], "positions_angstrom": [[1.5207, -1.6990, -2.2450], [0.9721, -1.0874, -1.4362], [-0.1607, 0.1778, 0.2359], [-2.5533, 0.2799, -1.9379], [-1.6491, 0.1731, -1.2698], [1.6642, -0.1890, 1.2508], [2.5533, -0.2787, 1.9410], [0.8023, 1.7547, -0.8043], [1.2263, 2.7139, -1.2229], [-0.7881, -1.7680, 0.7829], [-1.2271, -2.7106, 1.2241], [-2.5093, 2.9242, 3.7986], [-2.4923, 1.5293, 2.5973], [-3.7381, 1.7634, 1.2472], [-2.6277, -0.1083, 3.4505], [-1.0943, 1.5783, 1.9289], [-2.3407, 3.8815, 3.2648], [-1.6958, 2.7902, 4.5403], [-3.4731, 2.9715, 4.3268], [-3.5484, 2.7266, 0.7290], [-3.6606, 0.9416, 0.5069], [-4.7552, 1.7721, 1.6648], [-2.5536, -0.9345, 2.7141], [-1.8035, -0.2141, 4.1859], [-3.5912, -0.1860, 3.9742]], "mulliken_charge": [-0.0168, -0.1196, 3.7357, -0.0778, -0.2723, -0.2584, -0.0756, -0.2663, -0.0694, -0.2686, -0.0842, -1.0750, 0.8834, -0.9205, -0.9217, -1.0525, 0.3387, 0.3390, 0.3945, 0.3357, 0.1567, 0.4025, 0.1540, 0.3360, 0.4027], "relative_energy_kcal_mol": 351.86, "energy_ha": -1127.49850, "total_charge": 2, "fmax_ev_per_a": 16.154}

{"formula": "C16H16FNO4", "method": "ωB97M-V with the def2-TZVPD basis set", "elements": ["C", "C", "N", "O", "C", "C", "C", "H", "H", "O", "C", "O", "C", "H", "H", "C", "C", "O", "C", "C", "C", "C", "C", "C", "H", "H", "F", "H", "H", "H", "H", "C", "H", "H", "H", "H", "H", "H"], "positions_angstrom": [[-2.0562, -0.5712, 1.1665], [-1.0614, -1.5491, 1.6689], [-1.0808, -2.0080, 2.8907], [-0.0421, -2.8725, 3.0202], [0.6315, -2.9455, 1.8646], [0.0242, -2.1253, 0.9469], [0.4267, -1.8347, -0.4566], [1.1003, -2.6126, -0.8282], [-0.4486, -1.7431, -1.1034], [1.0854, -0.5625, -0.5483], [2.4025, -0.5317, -0.3389], [3.0659, -1.5005, -0.0738], [2.9627, 0.8640, -0.5004], [3.7493, 1.0045, 0.2416], [3.4212, 0.9063, -1.4929], [1.8843, 1.9403, -0.3985], [0.9397, 1.8298, -1.5856], [1.3423, 1.5541, -2.6912], [-0.5038, 2.0641, -1.3230], [-0.9668, 2.8915, -0.3014], [-2.3239, 3.0662, -0.1048], [-3.2121, 2.3950, -0.9283], [-2.7813, 1.5729, -1.9557], [-1.4234, 1.4228, -2.1531], [-1.0476, 0.7998, -2.9503], [-3.5033, 1.0741, -2.5826], [-4.5324, 2.5512, -0.7259], [-2.7003, 3.7093, 0.6748], [-0.2724, 3.4252, 0.3288], [2.3554, 2.9260, -0.4349], [1.3411, 1.8420, 0.5401], [1.8144, -3.8319, 1.7755], [1.5644, -4.7419, 1.2310], [2.6156, -3.3207, 1.2451], [2.1424, -4.1007, 2.7756], [-1.5490, 0.3006, 0.7570], [-2.6528, -1.0193, 0.3729], [-2.7112, -0.2685, 1.9775]], "mulliken_charge": [-0.5254, 0.3261, -0.7646, -0.1938, 0.1098, 1.1512, -1.2568, 0.4897, 0.4584, 0.0052, 0.4353, -0.6198, -0.7230, 0.3996, 0.3063, -0.8331, 0.3545, -0.6166, 0.2965, -0.1270, -0.6726, 0.4699, -0.6522, -0.3638, 0.4908, 0.4486, -0.3423, 0.4313, 0.4383, 0.4118, 0.3393, -1.1229, 0.2818, 0.2610, 0.3523, -0.1765, 0.3142, 0.4182], "relative_energy_kcal_mol": 0.00, "energy_ha": -1074.87137, "fmax_ev_per_a": 1.316, "smiles": "Cc1noc(C)c1COC(=O)CCC(=O)c1ccc(F)cc1"}

{"formula": "C6H13NSi", "method": "ωB97M-V with the def2-TZVPD basis set", "elements": ["C", "C", "C", "C", "C", "C", "N", "Si", "H", "H", "H", "H", "H", "H", "H", "H", "H", "H", "H", "H", "H"], "positions_angstrom": [[0.4633, 1.5400, -0.7278], [3.0472, 0.0115, 0.0100], [-2.6020, 0.3090, -1.0892], [-1.6255, -0.3563, 1.5177], [1.6523, -0.4775, 0.4785], [0.5378, -0.1133, -0.6199], [0.4227, 2.6564, -0.8366], [-1.2603, -0.7353, -0.2326], [3.1110, -0.0244, -1.0929], [3.4588, 0.9348, 0.4315], [3.8974, -0.6503, 0.2629], [-2.4314, 1.4017, -0.7541], [-2.7908, 0.2976, -2.1873], [-3.4883, -0.2020, -0.6660], [-1.1560, 0.6239, 1.8455], [-2.6063, -0.5436, 1.9746], [-0.9899, -1.0364, 2.2594], [1.3140, 0.0706, 1.3464], [1.7479, -1.5967, 0.7423], [0.6813, -0.2341, -1.6272], [-1.3831, -1.8756, -1.0352]], "mulliken_charge": [0.0392, -1.2008, -0.9842, -1.0311, -0.2442, -0.1892, -0.4791, 0.4333, 0.2900, 0.3150, 0.3646, 0.2743, 0.3305, 0.2510, 0.3399, 0.3869, 0.2736, 0.2770, 0.2721, 0.5068, -0.2257], "relative_energy_kcal_mol": 20.88, "energy_ha": -580.59500, "fmax_ev_per_a": 6.918, "smiles": "CC[C@H](C#N)[SiH](C)C"}

{"formula": "C7H10", "method": "ωB97M-V with the def2-TZVPD basis set", "elements": ["C", "C", "C", "C", "C", "C", "C", "H", "H", "H", "H", "H", "H", "H", "H", "H", "H"], "positions_angstrom": [[0.5506, 0.4649, 0.6947], [-0.9407, 0.1933, 1.0144], [1.5914, -0.4870, 1.3900], [0.2950, 0.0977, -0.7327], [-1.1887, 0.1429, -0.4735], [1.0304, -0.1314, -1.8165], [-2.2997, 0.1676, -1.2075], [0.8485, 1.5087, 0.8567], [-1.4253, 1.0041, 1.5707], [-1.1304, -0.7479, 1.5446], [1.3313, -1.5415, 1.2584], [2.5960, -0.3132, 0.9942], [1.5983, -0.2687, 2.4618], [2.1116, -0.1712, -1.7522], [0.5606, -0.2908, -2.7801], [-3.2750, 0.2043, -0.7324], [-2.2538, 0.1682, -2.2908]], "mulliken_charge": [0.5070, -0.6395, -1.3720, 0.2037, 0.3559, -1.0513, -0.9766, 0.2601, 0.2860, 0.2377, 0.3535, 0.3504, 0.3626, 0.3061, 0.2568, 0.3030, 0.2567], "relative_energy_kcal_mol": 43.11, "energy_ha": -272.64930, "fmax_ev_per_a": 2.727, "smiles": "C=C1C[C@@H](C)C1=C"}

What did the fourth record say?
{"formula": "C16H16FNO4", "method": "ωB97M-V with the def2-TZVPD basis set", "elements": ["C", "C", "N", "O", "C", "C", "C", "H", "H", "O", "C", "O", "C", "H", "H", "C", "C", "O", "C", "C", "C", "C", "C", "C", "H", "H", "F", "H", "H", "H", "H", "C", "H", "H", "H", "H", "H", "H"], "positions_angstrom": [[-2.0562, -0.5712, 1.1665], [-1.0614, -1.5491, 1.6689], [-1.0808, -2.0080, 2.8907], [-0.0421, -2.8725, 3.0202], [0.6315, -2.9455, 1.8646], [0.0242, -2.1253, 0.9469], [0.4267, -1.8347, -0.4566], [1.1003, -2.6126, -0.8282], [-0.4486, -1.7431, -1.1034], [1.0854, -0.5625, -0.5483], [2.4025, -0.5317, -0.3389], [3.0659, -1.5005, -0.0738], [2.9627, 0.8640, -0.5004], [3.7493, 1.0045, 0.2416], [3.4212, 0.9063, -1.4929], [1.8843, 1.9403, -0.3985], [0.9397, 1.8298, -1.5856], [1.3423, 1.5541, -2.6912], [-0.5038, 2.0641, -1.3230], [-0.9668, 2.8915, -0.3014], [-2.3239, 3.0662, -0.1048], [-3.2121, 2.3950, -0.9283], [-2.7813, 1.5729, -1.9557], [-1.4234, 1.4228, -2.1531], [-1.0476, 0.7998, -2.9503], [-3.5033, 1.0741, -2.5826], [-4.5324, 2.5512, -0.7259], [-2.7003, 3.7093, 0.6748], [-0.2724, 3.4252, 0.3288], [2.3554, 2.9260, -0.4349], [1.3411, 1.8420, 0.5401], [1.8144, -3.8319, 1.7755], [1.5644, -4.7419, 1.2310], [2.6156, -3.3207, 1.2451], [2.1424, -4.1007, 2.7756], [-1.5490, 0.3006, 0.7570], [-2.6528, -1.0193, 0.3729], [-2.7112, -0.2685, 1.9775]], "mulliken_charge": [-0.5254, 0.3261, -0.7646, -0.1938, 0.1098, 1.1512, -1.2568, 0.4897, 0.4584, 0.0052, 0.4353, -0.6198, -0.7230, 0.3996, 0.3063, -0.8331, 0.3545, -0.6166, 0.2965, -0.1270, -0.6726, 0.4699, -0.6522, -0.3638, 0.4908, 0.4486, -0.3423, 0.4313, 0.4383, 0.4118, 0.3393, -1.1229, 0.2818, 0.2610, 0.3523, -0.1765, 0.3142, 0.4182], "relative_energy_kcal_mol": 0.00, "energy_ha": -1074.87137, "fmax_ev_per_a": 1.316, "smiles": "Cc1noc(C)c1COC(=O)CCC(=O)c1ccc(F)cc1"}

> Number 6 is which compound?

C7H10